DFT (the ωB97M-V functional and the def2-TZVPD basis) results for a 2-piece molecular cluster, C5H15NO overall at a distorted geometry.

Output
2S+1: 2
Total charge: -1
Lowest unoccupied orbital energy (alpha / beta): 3.74 / 3.67 eV
E: -8964.4360 eV
HOMO level (alpha / beta): 1.3 / -5.2 eV

Each line ends with the Mulliken spin population.
Cartesian coordinates (Å):
C -1.67029 0.96727 -2.28257  0.21
C -0.19201 1.16612 -1.89972  -0.14
C 0.30228 0.21769 -0.78929  -0.01
C -0.15792 0.65398 0.58054  1.91
N 0.28437 -0.25752 1.62683  -2.19
C -0.36529 -1.54209 1.65425  1.92
H -1.88596 -0.10345 -2.35588  -0.10
H -1.82670 1.43617 -3.25438  0.01
H -2.36029 1.34861 -1.52965  -0.10
H 0.41920 1.05646 -2.77570  -0.04
H -0.09273 2.18480 -1.53979  0.09
H -0.06658 -0.78067 -1.05331  0.08
H 1.37618 0.10641 -0.89031  -0.02
H 0.34778 1.59101 0.79222  -0.18
H -1.24095 0.75556 0.64765  0.41
H 0.28742 0.19728 2.52791  -0.29
H -0.06885 -2.03416 2.59237  -0.55
H -1.43845 -1.46400 1.75722  -0.05
H -0.06388 -2.15734 0.81299  -0.24
H 2.08403 -0.89141 1.51288  0.19
H 3.36540 -1.12413 2.36290  -0.15
O 2.96325 -1.32659 1.50286  0.26


DFT (the ωB97M-V functional and the def2-TZVPD basis) results for a 2-piece molecular cluster, Br2OS2 overall at a distorted geometry.

Output
2S+1: 1
Total charge: 0
Lowest unoccupied orbital energy (alpha / beta): -1.75 / -2.59 eV
E: -163800.7576 eV
HOMO level (alpha / beta): -9.5 / -9.1 eV

Each line ends with the Löwdin charge.
Cartesian coordinates (Å):
O -0.93221 -0.51163 1.23158  -0.64
S -0.04581 -1.29400 0.30378  0.32
S 1.17699 2.51539 0.78138  -0.03
Br -1.24641 -2.05645 -1.34938  0.24
Br 1.04744 1.34669 -0.96736  0.12


DFT (the ωB97M-V functional and the def2-TZVPD basis) results for a 2-piece molecular cluster, CH6N2O overall at a distorted geometry.

Output
2S+1: 2
Total charge: -1
Lowest unoccupied orbital energy (alpha / beta): 4.73 / 4.66 eV
E: -6160.2324 eV
HOMO level (alpha / beta): 1.2 / -3.2 eV

Each line ends with the Mulliken spin population.
Cartesian coordinates (Å):
N -1.32558 0.10365 -2.35500  0.03
H -0.53612 0.39322 -1.76907  0.00
H -0.90157 -0.38095 -3.15447  -0.01
H -1.65676 1.02654 -2.75777  0.01
C 0.11947 -0.04711 0.93722  0.75
N 1.09885 -0.75353 1.71459  -0.06
O 0.37200 0.78759 0.09120  0.19
H -0.88788 -0.38747 1.23665  0.00
H 1.11819 -0.40062 2.71934  0.06
H 0.75848 -1.71961 1.85531  0.04


DFT (the ωB97M-V functional and the def2-TZVPD basis) results for C20H40O40S10 as an isolated structure at a distorted geometry.

Output
2S+1: 1
Total charge: 0
Lowest unoccupied orbital energy: -0.45 eV
E: -211624.1296 eV
HOMO level: -10.6 eV

Each line ends with the Löwdin charge.
Cartesian coordinates (Å):
C -2.96273 8.17585 -17.13455  -0.17
C -3.03154 9.00410 -15.88438  -0.21
O -4.29204 9.59957 -15.83379  -0.19
S -5.41859 8.81593 -16.71254  0.76
O -6.09428 9.72981 -17.65476  -0.25
O -6.29839 7.97999 -15.83218  -0.28
O -4.31823 7.82675 -17.44559  -0.20
H -2.26182 7.34178 -17.10072  0.14
H -2.51204 8.87200 -17.84191  0.13
H -2.26598 9.77947 -15.85566  0.14
H -2.88793 8.37680 -15.00462  0.13
C -5.65649 -4.26772 -20.27810  -0.20
C -6.25308 -4.84435 -19.00347  -0.18
O -6.96121 -3.77850 -18.36660  -0.20
S -6.85474 -2.33369 -19.20066  0.74
O -6.42056 -1.23422 -18.37406  -0.22
O -8.05826 -2.13546 -20.06793  -0.29
O -5.60334 -2.88129 -20.09730  -0.19
H -6.32792 -4.61560 -21.06313  0.13
H -4.64023 -4.64241 -20.40025  0.14
H -5.54539 -5.29164 -18.30546  0.13
H -6.95082 -5.65097 -19.22848  0.13
C -4.91425 4.19041 -14.45612  -0.20
C -4.64936 3.63191 -15.87854  -0.16
O -3.49418 2.78640 -15.77466  -0.22
S -2.67144 3.00395 -14.32439  0.79
O -1.83312 4.21000 -14.40362  -0.27
O -2.03938 1.74757 -13.93110  -0.23
O -4.20683 3.30107 -13.63647  -0.20
H -5.98489 4.26426 -14.26534  0.14
H -4.51463 5.20451 -14.45491  0.11
H -4.62990 4.32918 -16.71612  0.13
H -5.48575 2.96007 -16.07137  0.12
C -17.18998 -3.55872 -16.55513  -0.15
C -17.26530 -2.09612 -15.99319  -0.20
O -15.97209 -1.55007 -15.93126  -0.23
S -14.93732 -2.76943 -15.28192  0.83
O -15.12814 -3.02522 -13.81010  -0.27
O -13.56466 -2.55256 -15.71016  -0.24
O -15.82723 -3.86748 -16.29096  -0.25
H -17.42001 -3.83849 -17.58319  0.13
H -17.70775 -4.23919 -15.87913  0.12
H -17.57020 -2.02156 -14.94936  0.12
H -17.86416 -1.43984 -16.62467  0.13
C -13.25103 -2.61918 -21.73605  -0.19
C -12.35980 -2.39588 -22.97077  -0.17
O -12.80901 -1.13834 -23.49718  -0.24
S -14.42933 -0.85113 -23.15221  0.79
O -15.22259 -1.76258 -23.98079  -0.25
O -14.68942 0.60740 -23.23284  -0.25
O -14.14307 -1.52465 -21.62801  -0.21
H -12.49107 -2.56480 -20.95655  0.13
H -13.74666 -3.57940 -21.87897  0.13
H -12.60469 -3.07981 -23.78340  0.12
H -11.27915 -2.34234 -22.83872  0.13
C -12.70584 5.98985 -23.21122  -0.16
C -11.78917 5.05649 -24.04133  -0.19
O -10.45495 5.47888 -23.85624  -0.19
S -10.48087 6.99666 -23.14001  0.72
O -10.53910 8.00466 -24.22895  -0.26
O -9.44970 7.16407 -22.14451  -0.23
O -11.87096 6.76450 -22.36984  -0.20
H -13.49514 5.50248 -22.63889  0.14
H -13.16324 6.75174 -23.84241  0.13
H -12.08591 5.03508 -25.08994  0.13
H -11.78039 3.98247 -23.85558  0.13
C -6.22088 3.21721 -21.35158  -0.19
C -5.33651 3.96329 -22.46337  -0.19
O -4.19650 3.20353 -22.43599  -0.22
S -3.73704 2.78178 -20.89575  0.78
O -2.99502 3.90068 -20.23665  -0.27
O -3.16569 1.46022 -20.89234  -0.23
O -5.35136 2.81229 -20.35832  -0.20
H -6.72693 2.37622 -21.82565  0.13
H -6.86575 3.92644 -20.83270  0.13
H -5.14367 5.00506 -22.20717  0.13
H -5.68316 3.89371 -23.49443  0.13
C -11.72517 2.02353 -19.70496  -0.19
C -11.79263 1.39530 -18.35162  -0.21
O -10.90691 2.08661 -17.50469  -0.17
S -10.83523 3.60934 -18.00851  0.68
O -9.51273 4.11959 -17.70912  -0.22
O -12.02746 4.32208 -17.59812  -0.24
O -10.88240 3.15475 -19.58610  -0.19
H -12.75223 2.27741 -19.96726  0.13
H -11.16817 1.41295 -20.41562  0.14
H -11.50618 0.34386 -18.37436  0.14
H -12.80634 1.33985 -17.95486  0.13
C -11.69739 9.54505 -17.72512  -0.15
C -13.19706 9.28920 -17.95140  -0.17
O -13.98568 10.46415 -17.73175  -0.20
S -13.04040 11.72043 -17.33638  0.73
O -13.02847 11.92127 -15.89906  -0.25
O -13.35017 12.88030 -18.21662  -0.26
O -11.64645 10.96741 -17.86589  -0.22
H -11.04853 9.15103 -18.50732  0.14
H -11.30207 9.23940 -16.75641  0.13
H -13.47746 8.48693 -17.26887  0.13
H -13.37336 9.04147 -18.99814  0.13
C -13.94971 2.25613 -13.62845  -0.23
C -14.51305 3.18379 -12.63480  -0.17
O -13.39325 3.57336 -11.80608  -0.19
S -12.04719 2.65637 -12.06710  0.74
O -11.67563 2.14950 -10.76599  -0.23
O -11.01310 3.40313 -12.84993  -0.27
O -12.84371 1.63697 -13.06147  -0.18
H -13.77016 2.75117 -14.58281  0.14
H -14.69651 1.46514 -13.69729  0.14
H -15.33730 2.69089 -12.11927  0.13
H -14.87472 4.08470 -13.13044  0.14


We obtain relative energy (zero: lowest compared OMol25 entry of this formula, charge and spin) values of 10.2 16.2 14.6 171.6 kcal/mol for the records listed above, in that order.